Below is a molecular structure, C4H4LiO3Ru at a distorted geometry, with properties calculated with ωB97M-V/def2-TZVPD.

Calculated values
2S+1 ... 7
Energy above the lowest of the compared OMol25 structures with the same formula, charge and spin ... 0.0 kJ/mol
Net charge ... +3
HOMO-LUMO gap (spin up / spin down) ... 4.91 / 4.93 eV

Element x y z (Å)
O: 2.0641 -0.8989 -0.5132
C: 1.0397 -0.3570 -0.0106
O: 1.0949 0.8376 0.4038
O: -0.0569 -1.0820 0.0863
C: -1.2142 -0.5159 0.6919
Ru: 2.9410 0.8285 -0.2029
H: -0.9293 0.1701 1.4994
H: -1.7849 -1.3488 1.1129
C: -2.0467 0.2689 -0.3059
C: -3.4070 0.3530 -0.2174
H: -2.7561 -0.4398 -1.0983
H: -1.4849 0.9302 -0.9889
Li: -5.4485 0.7000 -0.2912